Computed, not measured: the molecule C4H8O2, with ωB97M-V/def2-TZVPD.

Each line ends with the Mulliken charge.
Cartesian coordinates (Å):
O -0.8262 2.0954 -1.7103  -0.45
C -1.2694 1.5380 -0.7413  -0.13
C -0.4124 0.9171 0.3168  -0.60
C -0.1575 -0.5938 0.1305  -0.38
C 1.0254 -1.0283 0.9551  -0.57
O 1.4313 -2.3570 0.6887  -0.52
H -2.3705 1.4510 -0.6607  0.35
H 0.5009 1.4718 0.4154  0.39
H -0.8931 1.1088 1.2833  0.32
H -1.1047 -1.1120 0.3229  0.35
H -0.0123 -0.7238 -0.9432  0.30
H 0.8120 -0.8702 2.0236  0.28
H 1.8696 -0.3854 0.7217  0.34
H 0.6755 -2.9279 0.8955  0.32

Computed properties:
**HOMO level**: -9.93 eV
**Gap between HOMO and LUMO**: 10.724 eV
**E**: -307.66051 hartree
**Structure (SMILES)**: O=CCCCO
**Total charge**: 0